No. 1
Below is a structure of composition C33H49BClI2N8O2PRb at a distorted geometry, with properties calculated with ωB97M-V/def2-TZVPD.

## Properties
- Energy above the lowest of the compared OMol25 structures with the same formula, charge and spin: 86.7 kJ/mol
- Max |F|: 0.024 Eh/bohr
- Spin multiplicity: 2
- Frontier orbital gap (spin up / spin down): 8.56 / 5.28 eV
- Lowest unoccupied orbital energy (spin up / spin down): 0.04 / -3.21 eV
- HOMO level (spin up / spin down): -8.528 / -8.495 eV

Atoms and positions in Å:
Rb -1.60944 -0.59379 0.72442
C -2.68098 -5.17997 -1.60364
C -2.24263 -4.58802 -0.40326
N -2.48538 -3.29095 -0.38257
N -3.11533 -3.02091 -1.55230
C -3.24127 -4.14450 -2.30338
B -3.48839 -1.62472 -1.98494
N -4.34657 -0.81503 -1.01748
C -5.07639 0.28190 -1.36378
C -5.72484 0.73042 -0.24530
C -5.31994 -0.16138 0.76912
N -4.50442 -1.08734 0.30509
N -2.08806 -0.81416 -2.27041
C -1.99067 0.50672 -2.72987
C -0.64252 0.80073 -2.90638
C 0.00074 -0.33862 -2.51582
N -0.92458 -1.32277 -2.13109
N -4.15505 -1.60312 -3.35728
C -5.42096 -1.97216 -3.65908
C -5.57316 -1.86439 -5.01921
C -4.29288 -1.50458 -5.48264
N -3.44625 -1.34052 -4.47986
H -2.60827 -6.21057 -1.90405
H -1.74850 -5.05386 0.43557
H -3.70448 -4.11454 -3.27529
H -5.10690 0.64706 -2.37700
H -6.39689 1.56830 -0.17288
H -5.59065 -0.16794 1.81354
H -2.86901 1.11261 -2.86774
H -0.22589 1.73525 -3.23679
H 1.04517 -0.59121 -2.44823
H -6.12184 -2.23418 -2.88272
H -6.46563 -2.04282 -5.59351
H -3.96498 -1.32543 -6.49426
I -3.03452 -0.65724 4.35134
C -2.55294 1.38801 4.58263
I -0.47608 1.79047 4.81395
H -3.04524 1.75240 5.47397
H -2.85720 1.88747 3.66973
Cl -3.62403 3.88975 -1.60665
C -3.50913 3.50995 0.13533
C -2.71537 2.24379 0.45000
O -2.68396 1.93346 1.66451
O -2.16691 1.60506 -0.48057
H -4.51936 3.38906 0.51608
H -3.04445 4.35849 0.63109
C 5.67253 -0.46391 -1.87280
C 5.14465 0.97849 -1.79943
C 3.69894 1.04362 -1.28289
C 3.45815 -0.02290 -0.21025
C 3.60941 -1.43450 -0.83607
C 4.51724 -1.43575 -2.07353
P 1.78232 0.12947 0.56839
C 1.92125 -0.74017 2.20617
C 1.65976 -2.24988 2.05410
C 1.86665 -2.94522 3.39630
C 3.34474 -2.88515 3.82369
C 4.07609 -1.70554 3.17251
C 3.17708 -0.47573 3.07638
C 1.57790 1.89689 1.11011
C 2.77972 2.61683 1.75898
C 2.66199 4.14263 1.62719
C 1.20917 4.57541 1.79174
C 0.34244 4.03173 0.64002
C 0.95000 2.76975 0.01295
H 6.18940 -0.72324 -0.94366
H 6.40905 -0.55700 -2.67203
H 5.19194 1.44477 -2.78634
H 5.78778 1.57266 -1.14573
H 2.99376 0.89597 -2.10781
H 3.50232 2.04009 -0.89390
H 4.22672 0.10609 0.55983
H 2.62740 -1.84147 -1.09875
H 4.02823 -2.11327 -0.09053
H 3.95000 -1.14116 -2.96243
H 4.87978 -2.44732 -2.26291
H 1.05648 -0.33253 2.74636
H 2.32142 -2.69041 1.30395
H 0.64287 -2.41807 1.68997
H 1.52658 -3.98102 3.35088
H 1.23816 -2.44480 4.13961
H 3.85019 -3.81554 3.55539
H 3.40778 -2.80139 4.91093
H 4.40828 -1.98482 2.16909
H 4.98040 -1.46542 3.73496
H 3.75096 0.36806 2.69740
H 2.85649 -0.19498 4.08528
H 0.79546 1.79475 1.87530
H 3.72357 2.28825 1.31635
H 2.82679 2.35323 2.81792
H 3.03042 4.46560 0.64839
H 3.29947 4.62502 2.37087
H 1.13133 5.66246 1.84584
H 0.83765 4.19082 2.74738
H 0.21405 4.79279 -0.13313
H -0.65313 3.79180 1.02103
H 1.70357 3.04841 -0.72706
H 0.17084 2.21938 -0.51443

So, what does the Löwdin scheme give us? The charges, in e, come out as: atom 1 (Rb): 0.72, atom 2 (C): -0.06, atom 3 (C): -0.16, atom 4 (N): 0.02, atom 5 (N): -0.01, atom 6 (C): -0.06, atom 7 (B): -0.69, atom 8 (N): -0.02, atom 9 (C): -0.09, atom 10 (C): -0.06, atom 11 (C): -0.16, atom 12 (N): 0.03, atom 13 (N): -0.01, atom 14 (C): 0.01, atom 15 (C): -0.01, atom 16 (C): -0.06, atom 17 (N): 0.13, atom 18 (N): -0.04, atom 19 (C): -0.09, atom 20 (C): -0.06, atom 21 (C): -0.15, atom 22 (N): 0.08, atom 23 (H): 0.09, atom 24 (H): 0.10, atom 25 (H): 0.12, atom 26 (H): 0.13, atom 27 (H): 0.10, atom 28 (H): 0.10, atom 29 (H): 0.12, atom 30 (H): 0.12, atom 31 (H): 0.09, atom 32 (H): 0.13, atom 33 (H): 0.09, atom 34 (H): 0.10, atom 35 (I): 0.76, atom 36 (C): -1.15, atom 37 (I): 0.77, atom 38 (H): -0.04, atom 39 (H): -0.08, atom 40 (Cl): 0.57, atom 41 (C): -0.48, atom 42 (C): -0.79, atom 43 (O): -0.13, atom 44 (O): -0.23, atom 45 (H): 0.07, atom 46 (H): 0.07, atom 47 (C): -0.20, atom 48 (C): -0.18, atom 49 (C): -0.21, atom 50 (C): -0.44, atom 51 (C): -0.21, atom 52 (C): -0.20, atom 53 (P): 1.08, atom 54 (C): -0.44, atom 55 (C): -0.22, atom 56 (C): -0.18, atom 57 (C): -0.19, atom 58 (C): -0.20, atom 59 (C): -0.19, atom 60 (C): -0.44, atom 61 (C): -0.19, atom 62 (C): -0.19, atom 63 (C): -0.19, atom 64 (C): -0.17, atom 65 (C): -0.21, atom 66 (H): 0.11, atom 67 (H): 0.11, atom 68 (H): 0.11, atom 69 (H): 0.11, atom 70 (H): 0.11, atom 71 (H): 0.08, atom 72 (H): 0.11, atom 73 (H): 0.09, atom 74 (H): 0.10, atom 75 (H): 0.11, atom 76 (H): 0.11, atom 77 (H): 0.06, atom 78 (H): 0.10, atom 79 (H): 0.08, atom 80 (H): 0.11, atom 81 (H): 0.11, atom 82 (H): 0.11, atom 83 (H): 0.11, atom 84 (H): 0.10, atom 85 (H): 0.11, atom 86 (H): 0.08, atom 87 (H): 0.12, atom 88 (H): 0.06, atom 89 (H): 0.10, atom 90 (H): 0.10, atom 91 (H): 0.11, atom 92 (H): 0.11, atom 93 (H): 0.11, atom 94 (H): 0.08, atom 95 (H): 0.12, atom 96 (H): 0.09, atom 97 (H): 0.10, atom 98 (H): 0.07



No. 2
Below is a structure of composition C16H18CoN3O4 at a distorted geometry, with properties calculated with ωB97M-V/def2-TZVPD.

## Properties
- Energy above the lowest of the compared OMol25 structures with the same formula, charge and spin: 0.0 kJ/mol
- Max |F|: 0.048 Eh/bohr
- Total charge: +2
- Frontier orbital gap: 7.60 eV
- Lowest unoccupied orbital energy: -8.80 eV
- HOMO level: -16.395 eV

Atoms and positions in Å:
Co 0.17235 -0.47923 0.60172
C 0.41012 2.97500 -0.00408
C 0.67922 1.82721 0.91692
C 1.84121 1.02157 0.75078
C 2.12641 -0.03745 1.58685
C 3.38860 -0.83160 1.43158
C 1.11695 -0.40586 2.53204
C -0.00585 0.39057 2.77448
C -1.03128 0.02611 3.78505
C -0.19253 1.52342 1.95162
H 0.67126 3.90582 0.50655
H -0.64517 3.03743 -0.26704
H 1.01089 2.91582 -0.90924
H 2.52674 1.24617 -0.05753
H 4.15120 -0.43044 2.10285
H 3.77911 -0.76796 0.41785
H 3.24235 -1.87664 1.70087
H 1.27834 -1.30218 3.11908
H -1.00541 0.76685 4.59013
H -0.85377 -0.95594 4.21604
H -2.02793 0.05881 3.34334
H -1.08116 2.12860 2.09326
C 1.71831 -0.33110 -2.76903
C 0.27404 -0.27514 -2.43539
N -0.27836 -0.27459 -1.22288
C -1.64776 -0.24988 -1.38320
C -1.93642 -0.17902 -2.70456
N -0.71948 -0.19418 -3.33499
C -3.18970 -0.12492 -3.52693
O -4.33603 -0.14349 -2.88112
O -3.06845 -0.10446 -4.71728
C -2.43755 -0.39515 -0.15576
O -3.63673 -0.36974 -0.09487
O -1.64523 -0.57261 0.90604
H 2.31371 -0.34620 -1.85907
H 2.01184 0.53046 -3.36927
H 1.94401 -1.23078 -3.34255
H -0.64130 -0.15853 -4.34736
H -4.24872 -0.18864 -1.90647
N 0.00208 -3.42275 0.64667
C 0.10487 -2.28494 0.61092
H -0.13477 -4.42044 0.70400

So, what does the natural (NBO) scheme give us? The charges, in e, come out as: atom 1 (Co): 0.91, atom 2 (C): -0.66, atom 3 (C): 0.05, atom 4 (C): -0.19, atom 5 (C): 0.00, atom 6 (C): -0.65, atom 7 (C): -0.27, atom 8 (C): 0.13, atom 9 (C): -0.67, atom 10 (C): -0.16, atom 11 (H): 0.28, atom 12 (H): 0.26, atom 13 (H): 0.24, atom 14 (H): 0.26, atom 15 (H): 0.28, atom 16 (H): 0.24, atom 17 (H): 0.24, atom 18 (H): 0.27, atom 19 (H): 0.28, atom 20 (H): 0.25, atom 21 (H): 0.28, atom 22 (H): 0.27, atom 23 (C): -0.67, atom 24 (C): 0.44, atom 25 (N): -0.47, atom 26 (C): -0.04, atom 27 (C): 0.08, atom 28 (N): -0.45, atom 29 (C): 0.76, atom 30 (O): -0.62, atom 31 (O): -0.52, atom 32 (C): 0.76, atom 33 (O): -0.53, atom 34 (O): -0.64, atom 35 (H): 0.23, atom 36 (H): 0.27, atom 37 (H): 0.28, atom 38 (H): 0.48, atom 39 (H): 0.52, atom 40 (N): -0.51, atom 41 (C): 0.47, atom 42 (H): 0.50



No. 3
Below is a structure of composition C24H64BO30 at a distorted geometry, with properties calculated with ωB97M-V/def2-TZVPD.

## Properties
- Energy above the lowest of the compared OMol25 structures with the same formula, charge and spin: 510.7 kJ/mol
- Max |F|: 0.190 Eh/bohr
- Total charge: -1
- Frontier orbital gap: 9.29 eV
- Lowest unoccupied orbital energy: 1.49 eV
- HOMO level: -7.798 eV

Atoms and positions in Å:
O 25.33183 24.72734 6.43858
C 24.65415 24.23341 7.34523
O 24.19688 24.98576 8.24506
B 23.03272 24.29052 8.87523
O 22.76602 23.15172 7.99624
C 23.76016 23.13746 7.23247
O 24.05045 22.08373 6.63563
O 21.86989 25.20406 8.89590
C 21.54183 25.32155 10.11428
O 20.55242 25.90984 10.50194
C 22.49172 24.71109 10.95709
O 23.30168 23.96714 10.27964
O 22.43708 24.84748 12.13967
O 23.29311 19.46582 4.59162
H 23.32963 20.29221 4.14633
H 23.14036 19.64321 5.51235
O 23.19217 19.43265 7.57666
H 23.72456 18.94160 8.15901
H 23.41815 20.36094 7.67869
C 27.11561 18.65479 6.36216
C 26.36191 20.03389 6.45157
O 26.27166 20.42736 5.14908
O 27.21340 18.06953 7.71912
H 28.12364 18.58335 5.95233
H 26.61737 18.05086 5.70779
H 26.71140 20.65389 7.19351
H 25.37697 19.77902 6.81686
H 25.36256 20.45178 4.93445
H 27.59017 18.73570 8.25996
C 18.17384 24.48856 8.77201
C 17.19307 23.43861 9.30657
O 16.78211 23.65711 10.64442
O 18.29761 24.32092 7.36896
H 19.02514 24.47207 9.34255
H 17.79053 25.45491 8.80415
H 17.48984 22.40418 9.03201
H 16.27164 23.43315 8.67631
H 17.43844 23.28907 11.30103
H 19.18428 24.52427 7.17178
C 22.35905 21.30288 15.50582
C 21.57497 22.40682 14.77425
O 20.40924 21.69153 14.35703
O 21.53010 21.03316 16.63928
H 23.35930 21.56507 15.89698
H 22.46172 20.46098 14.90365
H 22.04795 22.92040 14.06495
H 21.33966 23.07711 15.53228
H 19.76897 22.32270 13.93976
H 20.62985 21.29374 16.42307
C 17.30316 28.41167 8.33797
C 18.66358 28.05154 8.73883
O 18.67872 28.07210 10.16755
O 17.19275 28.46771 6.91392
H 16.96859 29.35372 8.81017
H 16.58249 27.67938 8.69424
H 19.36176 28.84351 8.39889
H 19.00447 27.15691 8.38234
H 19.12275 27.37280 10.60455
H 16.89599 27.61891 6.65280
C 24.78866 23.47699 2.01762
C 24.73621 22.62236 3.31866
O 23.50919 21.93875 3.51099
O 24.09714 22.64829 1.04052
H 25.81511 23.78125 1.72147
H 24.15935 24.41524 2.16204
H 24.94600 23.20941 4.23336
H 25.55217 21.88451 3.37196
H 23.06225 22.07477 2.67749
H 23.29634 23.04659 0.71708
C 20.10537 21.70355 10.84399
C 20.35021 20.14579 10.81584
O 19.88997 19.60343 11.94076
O 20.43063 22.24484 9.62601
H 20.78018 22.19668 11.58764
H 19.07629 21.94475 10.97509
H 21.41482 19.96756 10.59855
H 19.85659 19.78010 9.90468
H 20.23120 20.09501 12.66322
H 20.87790 21.59394 9.02693
C 24.03978 19.92744 11.19787
C 25.09844 20.67510 10.51188
O 24.59611 21.40517 9.44122
O 24.57723 19.11078 12.27299
H 23.51877 19.20087 10.51660
H 23.30072 20.61082 11.55033
H 25.94974 20.03896 10.18408
H 25.42701 21.33815 11.36510
H 24.02528 22.12003 9.68177
H 25.14159 18.44118 11.86931
C 19.03063 24.82487 13.69864
C 18.31041 25.91259 12.82072
O 17.64339 26.79733 13.60892
O 19.49390 23.91993 12.77803
H 18.42957 24.28432 14.42179
H 19.77867 25.15585 14.41510
H 17.61255 25.48396 12.08762
H 18.91545 26.58931 12.17736
H 17.14299 27.36862 13.05405
H 20.32351 24.29780 12.52008
C 21.95786 26.15961 5.48387
C 22.31476 25.02332 4.51212
O 21.24888 25.07206 3.56634
O 20.84702 25.72347 6.23828
H 21.70545 27.10255 4.90675
H 22.89171 26.30934 5.96966
H 22.22668 24.04811 4.94884
H 23.31543 25.12403 4.10770
H 20.51956 25.39393 4.08420
H 21.13198 25.66021 7.22800
C 19.62769 21.25697 6.71704
C 20.32757 22.43508 5.92189
O 21.22152 21.68201 5.07022
O 20.56480 20.49235 7.35209
H 18.92122 20.64731 6.18525
H 19.03141 21.83297 7.41432
H 20.79993 23.04500 6.70969
H 19.62837 22.94043 5.34956
H 21.80440 22.27931 4.65578
H 21.12684 20.14046 6.70687

Atom charges from the Löwdin analysis, given in e for atoms 1 to 99: atom 1 (O): 0.14, atom 2 (C): -0.43, atom 3 (O): 0.28, atom 4 (B): -0.84, atom 5 (O): 0.27, atom 6 (C): -0.43, atom 7 (O): 0.14, atom 8 (O): 0.26, atom 9 (C): -0.43, atom 10 (O): 0.16, atom 11 (C): -0.44, atom 12 (O): 0.28, atom 13 (O): 0.19, atom 14 (O): -0.03, atom 15 (H): -0.03, atom 16 (H): -0.02, atom 17 (O): -0.02, atom 18 (H): 0.02, atom 19 (H): 0.01, atom 20 (C): -0.15, atom 21 (C): -0.25, atom 22 (O): -0.03, atom 23 (O): -0.09, atom 24 (H): 0.11, atom 25 (H): 0.08, atom 26 (H): 0.09, atom 27 (H): 0.09, atom 28 (H): 0.03, atom 29 (H): 0.03, atom 30 (C): -0.21, atom 31 (C): -0.23, atom 32 (O): -0.08, atom 33 (O): -0.03, atom 34 (H): 0.07, atom 35 (H): 0.08, atom 36 (H): 0.12, atom 37 (H): 0.13, atom 38 (H): 0.09, atom 39 (H): 0.01, atom 40 (C): -0.19, atom 41 (C): -0.20, atom 42 (O): -0.09, atom 43 (O): -0.08, atom 44 (H): 0.13, atom 45 (H): 0.09, atom 46 (H): 0.06, atom 47 (H): 0.10, atom 48 (H): 0.08, atom 49 (H): 0.07, atom 50 (C): -0.25, atom 51 (C): -0.24, atom 52 (O): -0.06, atom 53 (O): -0.05, atom 54 (H): 0.13, atom 55 (H): 0.12, atom 56 (H): 0.14, atom 57 (H): 0.07, atom 58 (H): 0.00, atom 59 (H): 0.06, atom 60 (C): -0.16, atom 61 (C): -0.21, atom 62 (O): -0.09, atom 63 (O): -0.08, atom 64 (H): 0.12, atom 65 (H): 0.12, atom 66 (H): 0.11, atom 67 (H): 0.11, atom 68 (H): 0.09, atom 69 (H): 0.08, atom 70 (C): -0.22, atom 71 (C): -0.27, atom 72 (O): 0.00, atom 73 (O): -0.07, atom 74 (H): 0.12, atom 75 (H): 0.10, atom 76 (H): 0.10, atom 77 (H): 0.13, atom 78 (H): 0.05, atom 79 (H): 0.08, atom 80 (C): -0.25, atom 81 (C): -0.26, atom 82 (O): -0.03, atom 83 (O): -0.06, atom 84 (H): 0.13, atom 85 (H): 0.11, atom 86 (H): 0.13, atom 87 (H): 0.15, atom 88 (H): 0.05, atom 89 (H): 0.08, atom 90 (C): -0.20, atom 91 (C): -0.24, atom 92 (O): -0.04, atom 93 (O): -0.09, atom 94 (H): 0.12, atom 95 (H): 0.13, atom 96 (H): 0.12, atom 97 (H): 0.10, atom 98 (H): 0.08, atom 99 (H): 0.05